No. 1
{
  "formula": "C19H42IrNO2P3",
  "method": "ωB97M-V/def2-TZVPD",
  "s2": 6.03,
  "homo_lumo_gap_ev": [6.619, 5.202],
  "total_charge": 3,
  "homo_ev": [-14.89, -17.41],
  "lumo_energy_ha": [-0.3038, -0.4485],
  "spin_multiplicity": 5,
  "species": ["Ir", "P", "P", "P", "H", "C", "C", "H", "C", "C", "C", "C", "C", "C", "C", "C", "C", "H", "H", "H", "H", "H", "H", "H", "H", "H", "H", "H", "H", "H", "H", "H", "H", "H", "H", "H", "H", "H", "H", "H", "H", "H", "H", "H", "H", "H", "C", "C", "C", "C", "C", "C", "O", "H", "H", "H", "H", "H", "H", "C", "C", "N", "O", "H", "H", "H", "H", "H"],
  "coordinates": [[0.102178, -0.759790, 0.804256], [2.417150, -0.719010, 0.734115], [-0.852018, -1.523013, 2.800509], [0.027130, 1.327535, 1.405379], [-0.413748, -2.380846, -3.486272], [-0.470884, -1.608810, -2.655428], [0.568986, -1.538426, -1.789668], [0.998821, -2.530215, -1.482133], [3.057788, -2.168230, -0.189835], [3.317117, -0.911334, 2.311821], [3.210921, 0.654300, -0.171197], [-2.685213, -1.453614, 2.643134], [-0.379744, -3.295693, 2.936320], [-0.556402, -0.801531, 4.447507], [0.453584, 2.496662, 0.047424], [1.031337, 1.986047, 2.841032], [-1.673172, 2.030324, 1.730210], [-1.313056, -0.919522, -2.727097], [1.294953, -0.666954, -1.795559], [2.874902, -2.048738, -1.260618], [2.573164, -3.084144, 0.165640], [4.148053, -2.245907, -0.063800], [2.960022, -1.799691, 2.842888], [3.204087, -0.051236, 2.971767], [4.392916, -1.052924, 2.120769], [2.670495, 0.841165, -1.105130], [4.244995, 0.403046, -0.430110], [3.229908, 1.564970, 0.434235], [-3.133522, -0.966054, 3.516403], [-3.105680, -2.469441, 2.563673], [-2.952921, -0.866753, 1.753737], [-0.245475, -3.628170, 3.973399], [0.570016, -3.429767, 2.400172], [-1.137956, -3.923280, 2.451447], [-1.085658, 0.155791, 4.543951], [0.519630, -0.637724, 4.594286], [-0.913101, -1.476116, 5.241992], [0.683198, 3.480785, 0.494150], [-0.416732, 2.561993, -0.625802], [1.315984, 2.132721, -0.524668], [1.105218, 3.086070, 2.733751], [2.054122, 1.568755, 2.821929], [0.540402, 1.753598, 3.804400], [-1.607561, 3.135228, 1.636627], [-2.045656, 1.775289, 2.739814], [-2.342257, 1.650803, 0.934680], [-0.478322, 2.708761, -3.865880], [-1.770776, 2.972989, -3.400282], [-2.316630, 4.185361, -3.725544], [-1.555933, 5.201791, -4.296717], [-0.260168, 4.928301, -4.736280], [0.284004, 3.675922, -4.526842], [0.123744, 1.509892, -3.650970], [-0.433088, 0.795844, -3.917700], [-2.321345, 2.261475, -2.782916], [-3.359712, 4.427512, -3.488920], [-1.935825, 6.210038, -4.465884], [0.365392, 5.620804, -5.292576], [1.261116, 3.332641, -4.860989], [-1.045308, -4.399284, -1.081659], [-1.291642, -3.171948, -0.290826], [-2.477892, -2.549753, -0.340732], [-0.307443, -2.659679, 0.372366], [-1.744440, -5.185583, -0.788654], [-0.046131, -4.767391, -0.855054], [-1.090362, -4.190542, -2.168984], [-2.565475, -1.543790, -0.199784], [-3.270084, -3.011511, -0.769272]],
  "forces_ev_per_angstrom": [[-0.591, 0.461, 1.653], [1.236, -0.873, 0.045], [-0.396, -0.191, 0.098], [-0.226, 2.843, 0.543], [0.101, 1.333, 0.555], [-3.545, -0.887, -4.222], [4.140, 0.564, 2.787], [-0.500, 1.423, 0.114], [0.340, 0.056, -0.029], [0.292, 0.094, 0.035], [0.233, 0.018, 0.154], [-0.189, -0.115, -0.018], [0.302, 0.022, 0.069], [0.446, 0.273, -0.084], [0.237, -0.097, -0.026], [-0.206, -0.050, -0.430], [0.439, -0.120, 0.070], [-0.065, -0.459, 0.414], [-0.541, -1.132, -0.550], [0.175, -0.070, 0.267], [0.152, 0.104, -0.061], [-0.334, -0.021, 0.132], [-0.054, 0.098, -0.156], [-0.019, -0.082, -0.055], [-0.344, 0.091, -0.031], [0.167, -0.006, 0.152], [-0.126, -0.072, 0.131], [-0.051, -0.063, -0.129], [0.140, -0.110, -0.114], [0.146, 0.418, -0.032], [-0.036, -0.208, 0.418], [-0.180, 0.266, -0.177], [-0.297, -0.086, 0.288], [0.221, 0.186, 0.203], [0.168, -0.221, -0.047], [-0.254, -0.021, 0.045], [0.011, 0.099, -0.418], [-0.180, -0.346, -0.403], [0.298, 0.088, 0.245], [-0.374, 0.356, 0.188], [-0.105, -0.566, 0.138], [-0.576, 0.244, 0.079], [0.332, 0.061, -0.505], [-0.063, -0.646, 0.171], [0.034, 0.057, -0.585], [0.163, 0.162, 0.528], [0.733, -1.779, 0.820], [-1.303, 0.398, 0.058], [-1.591, -0.543, 1.129], [0.577, 1.003, -1.043], [1.915, -1.092, -0.505], [0.393, 1.027, -0.339], [0.369, 2.200, -0.415], [-0.963, -1.214, 0.060], [0.133, 0.037, -0.438], [0.457, -0.272, 0.148], [-0.211, -0.324, 0.199], [-0.405, 0.291, 0.204], [-0.098, 0.480, -0.102], [0.137, -0.686, 0.166], [1.128, 1.778, 0.686], [0.164, -0.273, -0.333], [-1.825, -3.237, -2.314], [-0.132, -0.019, -0.360], [-0.037, 0.020, 0.039], [-0.327, -0.135, 0.667], [0.201, -0.561, 0.366], [0.164, 0.027, -0.142]],
  "lowdin_spin": [0.577, 0.131, 0.092, 0.053, 0.056, 0.788, 0.725, 0.037, 0.027, 0.020, 0.028, 0.047, 0.001, 0.012, 0.011, 0.001, 0.021, 0.048, 0.078, 0.002, 0.001, 0.005, 0.000, 0.000, 0.004, 0.002, 0.005, 0.000, 0.004, 0.002, 0.010, 0.000, 0.000, 0.000, 0.000, 0.000, 0.002, 0.001, 0.001, 0.000, 0.000, 0.000, 0.000, 0.003, 0.000, 0.003, 0.234, 0.080, 0.082, 0.295, 0.042, 0.107, 0.152, 0.015, 0.000, 0.001, 0.011, -0.001, 0.002, 0.012, 0.028, 0.038, 0.082, 0.001, 0.000, 0.005, 0.017, 0.000]
}

No. 2
{
  "formula": "C2H12BrMnNO3",
  "method": "ωB97M-V/def2-TZVPD",
  "s2": 8.76,
  "homo_lumo_gap_ev": [3.747, 3.740],
  "total_charge": 2,
  "homo_ev": [-14.93, -14.93],
  "lumo_energy_ha": [-0.4111, -0.4114],
  "spin_multiplicity": 6,
  "species": ["Mn", "N", "H", "H", "H", "H", "Br", "O", "H", "H", "C", "C", "O", "O", "H", "H", "H", "H", "H", "H"],
  "coordinates": [[-1.375459, -3.810875, 1.718198], [2.496397, -1.443406, 2.960653], [2.575622, -0.698400, 3.662755], [3.137363, -1.162971, 2.205939], [1.557325, -1.517956, 2.513279], [2.826850, -2.312628, 3.384586], [-0.413635, -1.505813, 1.106051], [-0.511779, -2.584853, -2.088286], [0.003495, -2.366048, -1.306951], [-0.923094, -1.751896, -2.360978], [-1.219795, 1.995382, -1.937605], [-0.787662, 2.504239, -0.563218], [-1.531178, 1.885392, 0.502868], [-0.730564, 0.661831, -2.149814], [-0.745960, 2.594464, -2.715580], [-2.305937, 1.958860, -1.943085], [-1.004225, 3.566086, -0.465800], [0.285960, 2.337738, -0.426970], [-1.508728, 0.925642, 0.375871], [0.175004, 0.725212, -2.471912]],
  "forces_ev_per_angstrom": [[0.395, 1.782, -0.896], [0.536, 0.552, -0.480], [-0.469, -0.044, 0.013], [0.097, -0.257, 0.109], [0.228, 0.075, 0.576], [-0.090, -0.065, -0.132], [-0.687, -1.959, 0.859], [-0.184, -0.227, 0.294], [0.092, 0.227, -0.326], [0.060, 0.054, -0.004], [0.995, -0.050, 0.627], [-0.543, -0.227, 0.069], [0.363, -0.308, -0.231], [-0.121, -0.669, 0.354], [-0.653, 0.466, -0.021], [0.000, 0.104, -0.477], [0.093, 0.048, -0.074], [0.052, 0.083, -0.010], [-0.054, 0.381, -0.197], [-0.110, 0.034, -0.054]],
  "lowdin_spin": [4.921, 0.001, 0.000, 0.000, 0.002, 0.000, 0.070, 0.005, 0.001, 0.000, 0.000, 0.000, 0.000, 0.000, 0.000, 0.000, 0.000, 0.000, 0.000, 0.000]
}

No. 3
{
  "formula": "C4H5N2O4S",
  "method": "ωB97M-V/def2-TZVPD",
  "homo_lumo_gap_ev": 7.539,
  "smiles": "C/C(=C\\S(=O)(=O)[O-])NN=C=O",
  "total_charge": -1,
  "de_lowest_kcal_mol": 62.67,
  "homo_ev": -4.70,
  "lumo_energy_ha": 0.1042,
  "species": ["C", "C", "C", "S", "O", "O", "O", "N", "N", "C", "O", "H", "H", "H", "H", "H"],
  "coordinates": [[0.391907, 0.410698, -1.677168], [-0.002422, 0.270955, -0.244944], [-0.477013, -0.806600, 0.286527], [-0.326897, -2.461911, -0.551176], [1.177194, -2.472210, -0.750600], [-1.195729, -2.266567, -1.788545], [-0.784881, -3.518303, 0.286934], [0.059887, 1.461866, 0.526614], [0.172528, 1.590020, 1.864323], [0.172262, 2.282601, 2.818894], [0.095238, 2.888865, 3.808977], [0.649702, 1.411049, -1.956551], [-0.543830, -0.037346, -2.104656], [1.180156, -0.261205, -1.742832], [-0.829057, -0.729692, 1.285720], [0.260954, 2.237779, -0.061517]],
  "forces_ev_per_angstrom": [[-2.628, -0.275, 1.111], [0.281, 1.779, 0.878], [-0.441, -3.128, 0.315], [1.356, 2.842, -2.770], [-2.727, -0.253, -0.311], [2.064, -0.450, 2.091], [-0.624, -0.776, 1.192], [-0.092, 0.466, -1.253], [0.186, -1.113, -0.600], [-0.496, -0.528, -1.490], [0.216, 0.988, 1.682], [-0.006, 0.564, -0.376], [1.230, 0.619, -0.807], [1.605, -1.218, -0.914], [-0.246, -0.454, 0.826], [0.322, 0.937, 0.426]],
  "mulliken_charge": [-1.397, 0.791, -0.824, 1.119, -0.678, -0.694, -0.654, -0.015, -0.255, 0.372, -0.511, 0.423, 0.274, 0.342, 0.450, 0.256]
}

No. 4
{
  "formula": "C19H36N4O2",
  "method": "ωB97M-V/def2-TZVPD",
  "homo_lumo_gap_ev": 9.029,
  "smiles": "COCCCCCCCCCCCCc1nnc(CCCOC)nn1",
  "de_lowest_kcal_mol": 269.19,
  "homo_ev": -9.72,
  "lumo_energy_ha": -0.0253,
  "species": ["C", "O", "C", "C", "C", "C", "C", "C", "C", "C", "C", "C", "C", "C", "C", "N", "N", "C", "C", "C", "C", "O", "C", "N", "N", "H", "H", "H", "H", "H", "H", "H", "H", "H", "H", "H", "H", "H", "H", "H", "H", "H", "H", "H", "H", "H", "H", "H", "H", "H", "H", "H", "H", "H", "H", "H", "H", "H", "H", "H", "H"],
  "coordinates": [[4.347451, -3.711265, 0.553876], [4.795404, -2.416278, 0.004330], [5.151276, -1.529560, 1.131469], [5.821331, -0.171022, 0.448636], [4.942755, 1.152719, 0.855788], [4.316174, 1.773845, -0.547945], [3.740092, 3.275701, -0.155841], [2.239274, 3.389800, -0.816814], [1.036469, 3.309235, 0.294118], [-0.470429, 3.586484, -0.288166], [-0.688949, 3.079499, -1.857841], [-0.765020, 1.442890, -1.799654], [-0.682318, 0.687113, -3.250204], [-2.052726, -0.077380, -3.721898], [-2.728785, -1.026094, -2.513760], [-1.872423, -2.076309, -2.052277], [-2.380837, -2.786215, -1.079986], [-3.689045, -2.366833, -0.677415], [-4.317623, -3.240427, 0.610730], [-4.021939, -2.270479, 1.940444], [-4.647718, -2.867048, 3.333282], [-5.111131, -1.675298, 4.119073], [-6.429263, -1.232694, 3.624076], [-4.562504, -1.344003, -1.167426], [-4.054159, -0.633917, -2.139736], [3.680320, -3.524176, 1.517050], [3.742634, -4.265449, -0.311638], [5.270197, -4.374056, 0.841398], [4.193145, -1.253070, 1.772080], [5.984124, -2.002904, 1.804074], [6.935121, -0.019705, 0.787521], [5.757320, -0.284903, -0.734947], [4.032487, 0.918165, 1.578049], [5.586007, 2.028297, 1.340107], [3.469051, 1.033222, -0.887898], [5.094029, 1.831522, -1.427478], [3.610393, 3.360691, 1.021245], [4.377810, 4.157854, -0.615279], [2.046310, 2.529379, -1.619480], [2.072070, 4.405142, -1.415969], [1.290033, 4.075279, 1.172901], [1.095588, 2.234288, 0.804416], [-1.206536, 2.901043, 0.355007], [-0.825730, 4.697421, -0.108855], [0.100891, 3.512719, -2.604563], [-1.780962, 3.463947, -2.148585], [0.195293, 1.088858, -1.185300], [-1.687579, 1.161877, -1.137548], [-0.450544, 1.501254, -4.092106], [0.270435, -0.031961, -3.266285], [-1.720018, -0.863679, -4.556775], [-2.834067, 0.633038, -4.226254], [-3.823531, -4.295739, 0.717529], [-5.506676, -3.311172, 0.532728], [-2.839622, -2.154754, 2.007342], [-4.419502, -1.177892, 1.675550], [-5.498771, -3.656847, 3.159929], [-3.725455, -3.304592, 3.951185], [-6.710414, -0.258796, 4.210921], [-6.442703, -0.956974, 2.475581], [-7.246505, -2.069789, 3.767493]],
  "forces_ev_per_angstrom": [[-0.291, -0.324, -0.363], [-0.235, -0.651, 2.633], [1.032, 0.998, -0.729], [-0.893, 0.044, 0.419], [0.236, 0.659, -1.305], [0.063, 0.364, 1.361], [-1.433, -0.588, -1.025], [-1.161, 0.573, -0.483], [0.684, -0.175, 0.578], [-0.351, -0.782, 0.165], [-1.387, -0.024, 1.108], [1.415, 0.206, 0.340], [0.264, 0.571, -0.461], [0.438, -1.776, -0.021], [0.903, 1.751, -1.943], [-3.039, 2.911, -0.786], [-3.787, 1.831, 0.595], [-1.193, -1.870, 1.744], [-0.119, 1.806, -0.020], [0.651, -0.285, -1.116], [1.400, 1.283, -0.084], [-1.501, -1.507, -1.751], [-0.498, 0.331, -0.245], [3.096, -2.835, 0.958], [3.886, -1.712, -0.442], [1.223, -0.548, -2.060], [1.257, 1.290, 2.056], [-1.663, 1.240, -0.425], [1.927, -0.660, -1.297], [-1.722, 0.515, -1.076], [-2.186, -0.495, -0.740], [0.293, 0.060, 2.677], [1.982, 0.416, -1.478], [-1.228, -2.076, -0.895], [1.481, 1.625, 0.601], [-1.339, -0.119, 1.917], [0.525, -0.031, -2.528], [-1.045, -1.978, 1.248], [0.595, 1.823, 1.746], [0.545, -2.012, 1.300], [-0.631, -1.553, -1.928], [-0.223, 2.201, -1.113], [1.472, 1.597, -1.324], [0.943, -2.188, -0.580], [-1.490, -0.972, 1.478], [2.449, -0.704, 0.324], [-2.106, 0.704, -1.220], [1.577, 0.385, -1.471], [-0.549, -1.699, 1.822], [-2.397, 1.342, 0.106], [-0.790, 1.717, 1.738], [1.389, -1.347, 1.422], [-0.900, 2.160, -0.374], [2.717, 0.033, -0.171], [-2.519, -0.302, 0.106], [0.610, -2.504, 0.782], [1.573, 1.554, 0.381], [-2.369, 0.745, -1.245], [0.547, -2.041, -1.019], [0.293, -0.572, 2.173], [1.577, 1.596, -0.061]],
  "mulliken_charge": [-0.585, -0.319, -0.452, -0.433, -0.590, -0.595, -0.532, -0.318, -0.556, -0.680, -0.435, -0.326, -0.652, -0.621, 0.421, -0.221, -0.326, 0.515, -0.469, -0.550, -0.364, -0.344, -0.558, -0.248, -0.302, 0.262, 0.214, 0.231, 0.317, 0.239, 0.331, 0.242, 0.210, 0.313, 0.250, 0.284, 0.369, 0.258, 0.065, 0.318, 0.366, 0.169, 0.251, 0.306, 0.304, 0.300, 0.038, 0.308, 0.318, 0.315, 0.334, 0.272, 0.296, 0.294, 0.278, 0.260, 0.281, 0.260, 0.233, 0.227, 0.227]
}